1.
Formula: C41H56Ge2NOSSi2TeTl
Source: the Open Molecules 2025 dataset
Level of theory: ωB97M-V/def2-TZVPD

```
106
Properties=species:S:1:pos:R:3:lowdin_spin:R:1
Tl -1.14 -0.24 0.17 0.057
C -2.84 2.94 2.03 0.000
Si -3.88 1.36 1.88 0.061
C -3.09 0.02 2.99 0.006
C -5.68 1.65 2.45 0.030
C -3.95 0.78 0.08 0.538
C -4.34 -0.59 -0.09 0.068
C -5.60 -0.93 -0.62 0.040
C -5.97 -2.26 -0.67 0.002
C -5.08 -3.24 -0.24 0.024
C -3.85 -2.82 0.23 0.001
N -3.49 -1.55 0.32 0.031
Si -3.84 1.80 -1.52 0.064
C -2.52 3.16 -1.35 0.004
C -5.52 2.57 -2.00 0.026
C -3.21 0.58 -2.85 0.004
H -2.69 3.19 3.08 0.000
H -3.32 3.78 1.55 0.000
H -1.86 2.82 1.58 0.000
H -3.15 0.31 4.04 0.001
H -2.04 -0.14 2.77 0.000
H -3.60 -0.94 2.89 0.000
H -5.72 1.91 3.50 0.004
H -6.29 0.77 2.30 0.000
H -6.14 2.47 1.90 0.000
H -6.26 -0.15 -0.94 0.002
H -6.95 -2.53 -1.04 0.000
H -5.34 -4.28 -0.29 0.001
H -3.10 -3.54 0.55 0.000
H -2.88 4.01 -0.79 0.000
H -2.24 3.52 -2.34 0.000
H -1.61 2.80 -0.87 0.000
H -5.97 3.09 -1.16 0.000
H -6.23 1.83 -2.36 0.000
H -5.38 3.30 -2.79 0.003
H -2.14 0.40 -2.73 -0.001
H -3.37 0.96 -3.85 0.000
H -3.72 -0.37 -2.77 0.000
C 3.72 7.80 -1.21 0.000
C 2.95 6.61 -0.74 0.000
C 3.04 5.38 -1.39 0.000
C 2.36 4.27 -0.95 0.000
C 2.52 2.99 -1.70 0.000
C 1.55 4.35 0.21 0.000
C 0.80 3.23 0.73 0.000
O 0.66 2.11 0.24 0.001
C 1.46 5.60 0.89 0.000
C 0.64 5.79 2.13 0.000
C 2.15 6.68 0.40 0.000
H 4.09 7.66 -2.22 0.000
H 4.57 7.97 -0.55 0.000
H 3.10 8.69 -1.18 0.000
H 3.67 5.30 -2.27 0.000
H 3.27 3.10 -2.47 0.000
H 1.58 2.68 -2.15 0.000
H 2.83 2.19 -1.02 0.000
H 0.30 3.44 1.68 0.000
H 0.99 5.16 2.94 0.000
H -0.41 5.57 1.96 0.000
H 0.71 6.82 2.45 0.000
H 2.08 7.63 0.92 0.000
C -0.51 -3.59 2.75 0.001
Ge 1.46 -3.83 2.48 0.000
C 1.97 -5.74 2.73 0.000
C 2.38 -2.71 3.83 0.000
Ge 1.83 -2.84 0.22 0.002
C 0.18 -3.26 -0.83 0.005
C -0.43 -4.48 -0.59 0.000
C -1.55 -4.88 -1.30 0.002
C -2.09 -4.04 -2.26 0.000
C -1.47 -2.83 -2.54 0.001
C -0.34 -2.45 -1.84 0.006
C 3.30 -3.54 -0.90 0.000
C 3.28 -3.26 -2.26 0.000
C 4.35 -3.60 -3.06 0.000
C 5.45 -4.23 -2.51 0.000
C 5.47 -4.53 -1.15 0.000
C 4.40 -4.18 -0.35 0.000
H -0.73 -3.47 3.81 0.000
H -1.07 -4.44 2.38 0.000
H -0.85 -2.70 2.22 0.001
H 1.97 -5.95 3.80 0.000
H 2.96 -5.94 2.34 0.000
H 1.27 -6.41 2.25 0.000
H 2.15 -3.07 4.83 0.000
H 2.05 -1.67 3.76 0.000
H 3.46 -2.73 3.70 0.000
H 0.00 -5.13 0.16 0.000
H -2.00 -5.84 -1.11 0.000
H -2.98 -4.33 -2.80 0.000
H -1.85 -2.21 -3.34 0.000
H 0.19 -1.54 -2.13 0.001
H 2.42 -2.76 -2.68 0.000
H 4.33 -3.38 -4.12 0.000
H 6.29 -4.50 -3.13 0.000
H 6.33 -5.02 -0.72 0.000
H 4.41 -4.39 0.71 0.000
Te 2.24 -0.30 0.17 0.010
C 4.31 -0.67 0.07 0.005
C 5.12 -0.51 -1.00 0.000
C 6.44 -0.94 -0.77 0.000
C 6.62 -1.41 0.49 0.000
S 5.18 -1.32 1.42 0.000
H 4.77 -0.11 -1.94 0.000
H 7.22 -0.91 -1.51 0.000
H 7.50 -1.81 0.94 0.000
```

Its net charge is +1. The electronic energy comes out at -198568.887 eV. Its strongest force on any atom is 0.0217 hartree/bohr. Its spin multiplicity is 2. The molecular weight is 1144.35 Da. The HOMO-LUMO gap (spin up / spin down) is 7.52 / 5.94 eV. For the LUMO energy (spin up / spin down), the calculation gives -2.6 / -4.2 eV.

=====

2.
Formula: C12H23BaN2O2P2S
Source: the Open Molecules 2025 dataset
Level of theory: ωB97M-V/def2-TZVPD

```
43
Properties=species:S:1:pos:R:3:lowdin_charge:R:1
Ba -1.82 0.00 -0.18 1.702
P 0.53 0.67 -2.26 0.741
C 0.49 -1.10 -2.79 -0.345
C 0.94 -2.10 -1.74 -0.346
N 0.62 -1.84 -0.46 0.037
C 1.11 -2.66 0.49 -0.324
C 1.83 -3.81 0.18 -0.019
C 2.10 -4.13 -1.15 -0.024
C 1.64 -3.24 -2.13 -0.015
C 0.94 -2.31 1.96 -0.310
P -0.38 -1.08 2.34 0.733
H 1.83 -3.39 -3.19 0.120
H 2.17 -4.43 1.02 0.122
H 2.64 -5.03 -1.41 0.121
H 0.76 -3.23 2.55 0.100
H 1.87 -1.86 2.33 0.107
H -0.57 -1.33 -3.10 0.098
H 1.17 -1.16 -3.65 0.094
H -4.61 -1.43 -0.74 0.052
O -3.76 -1.49 -1.21 -0.237
H -3.94 -1.99 -2.02 0.080
H -4.11 0.43 1.83 0.095
O -4.15 -0.29 1.15 -0.225
H -4.88 -0.87 1.45 0.081
C -1.77 -2.28 2.50 -0.316
H -1.57 -2.94 3.35 0.052
H -2.71 -1.73 2.68 0.017
H -1.87 -2.90 1.60 0.047
C -0.03 -0.73 4.10 -0.276
H -0.78 -0.01 4.46 0.049
H -0.04 -1.62 4.74 0.054
H 0.96 -0.25 4.17 0.053
C 2.30 1.09 -2.50 -0.258
H 2.58 1.01 -3.56 0.050
H 2.46 2.12 -2.15 0.049
H 2.93 0.42 -1.91 0.048
C -0.17 1.46 -3.75 -0.286
H -0.29 2.53 -3.54 0.053
H 0.50 1.33 -4.61 0.050
H -1.16 1.03 -3.97 0.037
S 1.11 4.26 0.69 0.540
C -0.02 3.16 0.49 -1.092
N -0.85 2.30 0.33 -0.312
```

Its net charge is +1. The value obtained for the energy above the lowest of the compared OMol25 structures with the same formula, charge and spin is 0.0000 eV. The electronic energy comes out at -49996.201 eV. Its strongest force on any atom is 0.0571 hartree/bohr. Its spin multiplicity is 1. The molecular weight is 458.67 Da. The HOMO-LUMO gap is 6.41 eV. For the LUMO energy, the calculation gives -3.3 eV.